Here is a molecular structure, C25H38BeCl2N2O3P from OMol25. Energies are from the ωB97M-V functional and the def2-TZVPD basis.

E_tot ... -2587.23420 Ha
Net charge ... -1
Molecular weight ... 525.48 g/mol
Highest occupied orbital energy ... -3.0 eV
Strongest force on any atom ... 3.865 eV/A

Structure (XYZ):
```
72
C25H38BeCl2N2O3P | OMol25 | the ωB97M-V functional and the def2-TZVPD basis
O 2.41 0.97 -3.84
C 2.38 1.14 -5.04
C 2.58 2.47 -5.72
C 2.89 3.61 -4.96
H 3.04 3.49 -3.89
C 3.00 4.85 -5.57
H 3.23 5.74 -4.97
C 2.79 4.96 -6.96
H 2.85 5.94 -7.44
C 2.50 3.82 -7.73
H 2.36 3.91 -8.82
C 2.41 2.58 -7.11
H 2.20 1.68 -7.68
H 2.21 0.30 -5.76
C -2.59 0.62 -2.17
C -2.25 -0.37 -1.12
H -3.67 0.71 -2.33
H -2.13 0.36 -3.13
H -2.22 1.61 -1.87
C -3.12 -1.14 -0.49
C -4.62 -1.18 -0.63
H -2.77 -1.84 0.28
H -4.97 -0.53 -1.44
H -5.11 -0.87 0.30
H -4.96 -2.20 -0.82
Be -0.50 -0.44 -0.59
Cl -0.73 1.37 0.40
Cl 0.99 -0.06 -1.79
C -2.32 0.06 2.63
O -1.54 -0.83 2.26
N -2.99 0.02 3.80
C -2.79 -1.09 4.71
C -4.07 0.96 4.09
H -2.52 0.98 2.02
H -2.04 -1.76 4.28
H -3.74 -1.62 4.88
H -2.44 -0.72 5.69
H -4.13 1.70 3.29
H -3.89 1.47 5.05
H -5.03 0.42 4.17
H -0.24 -5.47 0.95
H 2.04 -5.47 -0.06
C -0.62 -4.84 0.13
C 1.66 -4.83 -0.87
N 0.50 -4.07 -0.41
H -1.40 -4.17 0.49
C 0.44 -2.77 -0.64
O -0.41 -1.99 -0.10
H 2.44 -4.13 -1.17
H 1.21 -2.36 -1.33
H -1.01 -5.51 -0.65
H 1.41 -5.47 -1.73
C 2.77 1.45 0.79
P 1.55 0.16 1.23
C 2.67 -1.29 1.39
C 1.22 0.55 2.98
C 1.11 -0.50 3.90
C 0.74 -0.25 5.21
C 0.45 1.06 5.61
C 0.57 2.12 4.70
C 0.97 1.87 3.39
H 3.12 1.25 -0.23
H 3.59 1.40 1.51
H 2.28 2.42 0.81
H 3.45 -1.03 2.13
H 2.10 -2.17 1.75
H 3.11 -1.53 0.41
H 1.33 -1.53 3.59
H 0.67 -1.08 5.91
H 0.14 1.25 6.64
H 0.35 3.14 5.01
H 1.04 2.69 2.68
```

Mulliken population analysis, charges in e, atoms 1 to 6: atom 1 (O): -0.46, atom 2 (C): -0.19, atom 3 (C): 0.62, atom 4 (C): -0.34, atom 5 (H): 0.45, atom 6 (C): -0.44